Entry 1:
The molecule CH4S2, computed with the ωB97M-V functional and the def2-TZVPD basis.

```
7
Properties=species:S:1:pos:R:3:forces:R:3:lowdin_charge:R:1
C 0.0535 -1.4951 -0.1914 1.41 0.65 -0.79 -0.957
S -1.5409 -0.6599 0.0531 0.18 0.10 0.51 0.593
S 1.5308 -0.3183 -0.1324 -2.18 1.61 -1.51 0.517
H 0.4341 -2.2804 0.4569 -0.72 0.15 0.91 0.007
H -0.0029 -2.0574 -1.1481 -0.14 0.93 0.21 0.026
H -1.2304 0.3710 0.9235 0.20 -1.03 -0.56 -0.125
H 0.8749 0.8614 -0.8163 1.25 -2.42 1.25 -0.061
```
Positions in Å, forces in eV/Å.

Calculated values
SMILES ... SCS
LUMO energy ... 0.77 eV
ΔE to the lowest compared entry with this formula, charge and spin ... 83.6 kJ/mol
HOMO-LUMO gap ... 0.3644 hartree


Entry 2:
A structure of composition C31H26BrF3IN6O4S2Zn, computed with the ωB97M-V functional and the def2-TZVPD basis.

```
75
Properties=species:S:1:pos:R:3:forces:R:3:lowdin_charge:R:1
Zn -1.3210 1.1096 -1.2387 -0.22 -0.60 0.56 0.282
O -0.8384 -4.0299 -0.4294 0.39 0.41 0.51 0.068
C -2.1531 -3.7276 -0.5518 -0.60 -0.72 -0.39 -0.260
C -3.0325 -4.6948 -1.0869 -0.05 0.65 -0.04 -0.034
C -4.3701 -4.3664 -1.3182 -0.02 -0.05 0.65 -0.113
C -4.8431 -3.1085 -0.9473 -0.45 -0.53 -0.14 -0.100
C -3.9255 -2.1884 -0.4376 -1.96 0.31 0.02 -0.045
C -2.6134 -2.4507 -0.1805 1.12 -0.52 -0.25 -0.093
C -1.6886 -1.3520 0.3600 -0.43 0.76 0.60 -0.399
O -2.0748 -0.0880 0.0729 -0.77 0.15 -0.49 -0.306
N -1.6273 -1.4644 1.8772 -2.37 -2.72 -1.34 -0.009
N -1.0569 -0.5050 2.4932 2.39 0.14 1.52 0.021
C -0.3457 -0.8305 3.5470 -0.89 0.41 -0.54 -0.209
C 0.2323 0.1690 4.3885 0.55 -1.14 -0.05 -0.721
Br -0.4543 1.9205 4.3897 -0.57 0.20 0.39 0.719
C 1.2520 -0.1623 5.2184 -0.94 1.68 2.53 -0.178
C 2.5082 -0.7666 4.9331 0.90 -0.94 -1.42 -0.243
C 3.2441 -1.3409 5.9608 -0.15 -0.32 0.44 -0.071
C 4.5265 -1.8158 5.7627 0.21 0.60 -1.15 -0.103
C 5.1023 -1.7455 4.4878 -0.76 0.13 0.03 -0.093
C 4.3704 -1.1921 3.4180 1.15 -0.89 -0.17 -0.085
C 3.1251 -0.6804 3.6424 -1.63 0.95 0.03 -0.016
H -0.6672 -4.9534 -0.6312 -0.13 0.00 -0.11 0.104
H -2.6536 -5.6894 -1.3377 -0.04 0.31 0.01 0.105
H -5.0672 -5.1122 -1.6934 0.20 0.04 -0.04 0.093
H -5.9480 -2.9037 -0.9969 1.40 0.06 -0.14 0.109
H -4.3376 -1.2191 -0.2244 0.30 0.47 0.26 0.109
H -0.6745 -1.5043 0.0120 0.44 -0.53 -0.07 0.115
H -2.0031 -2.3284 2.3747 1.30 1.28 -0.85 0.173
H -0.2532 -1.8828 3.9150 -0.07 0.77 -0.56 0.133
H 1.1467 0.1720 6.3020 0.48 0.41 -1.51 0.120
H 2.7644 -1.4322 6.9358 0.22 0.11 -0.08 0.108
H 5.1094 -2.1450 6.5904 0.29 -0.46 0.50 0.083
H 6.0975 -2.1169 4.3199 0.24 -0.09 -0.02 0.085
H 4.7823 -1.2301 2.3905 -0.26 0.33 0.76 0.108
H 2.6171 -0.1077 2.8258 0.30 -0.78 0.77 0.126
I -1.5599 0.6891 -3.7368 -0.05 0.15 -0.10 0.021
N 4.4388 -0.4839 -6.6800 2.17 1.88 -2.90 0.064
C 4.1427 -0.7308 -5.3906 -0.44 -0.01 1.51 -0.354
C 2.9673 -1.4393 -5.0718 0.86 0.92 1.27 -0.024
C 2.5273 -1.3983 -3.7595 0.08 0.15 0.05 -0.061
C 3.2884 -0.8000 -2.7539 1.08 -0.93 -0.17 -0.285
C 4.5291 -0.2128 -3.0552 -0.82 -0.69 0.62 -0.072
C 4.9665 -0.2058 -4.3541 0.37 0.63 -1.08 -0.050
S 2.8295 -1.1678 -1.0792 -1.87 1.42 -1.39 0.568
O 3.8549 -0.6311 -0.2292 0.54 0.00 0.51 -0.399
O 2.4484 -2.5370 -0.9280 0.16 -0.34 -0.16 -0.295
N 1.4405 -0.2613 -1.0970 1.08 -0.49 1.34 -0.097
C 1.5527 0.9344 -0.5662 -2.33 1.54 0.19 -0.646
S 2.9317 1.8470 0.0180 0.85 -1.00 -0.32 1.032
C 2.0175 3.2530 0.2210 -1.81 0.31 -0.30 -0.453
C 0.7004 2.9830 -0.0566 0.45 2.02 0.85 -0.303
N 0.3978 1.7424 -0.4488 1.69 -1.85 -0.82 -0.095
H 3.8064 -0.7074 -7.4667 0.61 0.30 1.24 0.108
H 5.1233 0.3285 -6.8597 -1.74 -2.10 0.29 0.135
H 2.4324 -1.9711 -5.8174 -0.58 -0.11 -0.66 0.096
H 1.5464 -1.7607 -3.4898 0.00 -0.44 -0.01 0.109
H 5.1184 0.2081 -2.2498 0.05 -0.11 -0.04 0.106
H 5.9452 0.2943 -4.5818 -1.09 -0.52 -0.05 0.116
H 2.4904 4.1847 0.4538 -0.08 0.20 0.29 0.044
H -0.1316 3.7006 0.0827 0.68 -0.41 -0.22 0.107
F -6.4030 6.1341 -1.3858 -0.05 -0.26 -0.06 0.139
C -6.0394 5.5809 -0.2194 -2.29 2.14 1.32 -0.570
F -7.1571 5.0678 0.3688 0.32 -0.34 -0.59 0.122
F -5.7563 6.6450 0.6001 0.65 -0.51 -0.41 0.116
C -4.9875 4.6024 -0.3605 2.93 -0.85 -0.59 -0.121
C -4.1522 4.6453 -1.4972 -1.49 -0.43 0.21 0.038
C -3.3122 3.5550 -1.7222 0.57 1.22 -0.72 -0.144
N -2.9569 2.6987 -0.7968 -1.09 -0.14 1.87 0.042
C -3.6203 2.7983 0.4071 1.05 -0.90 -0.28 -0.048
C -4.6717 3.6868 0.6516 0.16 -0.52 -0.94 0.028
H -4.2924 5.4139 -2.2627 0.01 -0.47 0.24 0.126
H -2.8539 3.4193 -2.6948 0.15 0.05 -0.04 0.065
H -3.2340 2.0559 1.1365 -0.57 0.59 -0.35 0.126
H -5.2967 3.6030 1.5284 0.22 0.02 0.16 0.124
```
Positions in Å, forces in eV/Å.

Calculated values
LUMO energy ... 1.55 eV
Total charge ... -1
HOMO-LUMO gap ... 0.2180 hartree


Entry 3:
A structure of composition C20H42LuNOP3, computed with the ωB97M-V functional and the def2-TZVPD basis.

```
68
Properties=species:S:1:pos:R:3:forces:R:3:lowdin_charge:R:1
Lu -1.1184 1.8516 -1.5817 2.49 -3.35 0.41 1.399
P 2.0063 -1.6138 0.5992 -0.62 -0.64 0.33 0.912
P 1.0280 3.4627 -1.3445 1.58 0.48 0.28 0.731
P -1.9072 -2.4394 -0.3915 0.20 -0.73 -0.09 0.751
H -1.3635 3.9242 -3.4545 -0.18 -0.39 0.22 0.061
C -1.9731 3.0327 -3.2449 -1.33 1.03 -1.35 -0.285
C -2.9309 2.9999 -2.2073 -1.35 0.95 -1.02 -0.261
H -3.0217 3.8181 -1.4800 0.21 -0.11 -0.28 0.077
C 3.6084 -2.4236 0.6337 0.14 0.15 -0.18 -0.184
C 2.0299 0.1021 1.1494 0.14 0.34 -0.06 -0.205
C 0.8692 -2.4686 1.7245 -0.14 -0.09 0.06 -0.224
C 1.2201 4.9554 -2.3722 -0.42 0.17 -0.29 -0.236
C 1.3495 4.0073 0.3646 -0.38 0.27 0.28 -0.259
C 2.5966 2.5820 -1.6581 0.13 -0.35 -0.26 -0.258
C -3.2689 -2.5413 -1.6166 -0.15 0.41 0.05 -0.304
C -2.5903 -3.5596 0.9153 -0.06 0.43 0.22 -0.286
C -0.7369 -3.6335 -1.1987 0.03 0.20 -0.02 -0.298
H -2.0794 2.3491 -4.1025 -0.08 0.36 0.30 0.069
H -3.8656 2.4267 -2.3028 0.49 -0.03 0.01 0.085
H 3.9180 -2.6313 1.6601 -0.12 -0.01 -0.04 0.081
H 4.3647 -1.7839 0.1742 -0.04 -0.03 -0.04 0.071
H 3.5539 -3.3597 0.0610 -0.06 0.20 0.21 0.081
H 2.2916 0.1594 2.2157 0.09 -0.19 -0.29 0.086
H 1.0346 0.5573 1.0437 0.19 -0.29 -0.12 0.037
H 2.7547 0.6845 0.5690 -0.12 -0.19 0.29 0.036
H 1.2378 -2.3655 2.7604 0.04 -0.07 -0.44 0.084
H 0.7970 -3.5409 1.4704 0.08 0.51 0.17 0.063
H -0.1355 -2.0102 1.6707 0.48 -0.21 -0.12 0.008
H 1.8395 5.7258 -1.8918 -0.18 -0.32 -0.04 0.073
H 0.2271 5.3660 -2.5874 0.27 0.17 0.06 0.041
H 1.6792 4.6865 -3.3324 -0.12 -0.01 0.22 0.068
H 2.0755 4.8288 0.3468 -0.10 -0.22 0.09 0.069
H 1.7390 3.1903 0.9861 -0.09 0.15 -0.23 0.039
H 0.4200 4.3676 0.8133 0.18 0.11 0.09 0.042
H 3.4400 3.2519 -1.4403 -0.21 -0.15 -0.09 0.078
H 2.6442 2.2670 -2.7074 0.09 0.07 0.20 0.055
H 2.6820 1.6858 -1.0266 -0.08 0.38 -0.33 0.005
H -3.8449 -3.4614 -1.4620 0.07 0.26 -0.20 0.054
H -2.8704 -2.5199 -2.6367 -0.10 -0.02 0.15 0.025
H -3.9123 -1.6650 -1.4686 -0.14 -0.32 -0.18 0.033
H -3.2785 -4.2979 0.4738 0.35 0.18 0.25 0.055
H -3.1426 -2.9331 1.6352 0.10 -0.44 -0.15 0.035
H -1.7718 -4.0713 1.4467 -0.37 0.15 -0.14 0.038
H -1.2875 -4.4895 -1.6217 0.29 0.26 0.15 0.066
H 0.0064 -4.0034 -0.4754 -0.27 0.03 -0.33 0.017
H -0.2102 -3.0977 -2.0037 -0.09 -0.31 0.08 0.015
C -0.0759 -0.4297 -3.4913 -0.02 0.34 2.04 -0.372
C 1.0212 -0.9210 -4.2376 0.60 -0.51 -1.19 0.025
C 0.8178 -1.5147 -5.4882 0.95 0.16 0.98 -0.005
C -0.4541 -1.5573 -6.0748 0.13 -0.03 -0.02 0.020
C -1.5388 -1.0172 -5.3783 -0.49 0.73 1.09 -0.013
C -1.3770 -0.5091 -4.0862 -0.42 -0.14 -0.77 -0.021
O 0.1118 0.0104 -2.2309 -1.20 0.31 -2.19 -0.265
H 1.5069 -1.6987 -0.7351 0.17 0.23 0.67 0.046
H 2.0237 -0.7989 -3.8161 -0.36 -0.24 -0.17 0.131
H 1.6605 -1.9752 -6.0130 -0.26 0.35 0.18 0.136
H -0.5884 -2.0090 -7.0608 0.01 0.19 0.34 0.144
H -2.5174 -0.9781 -5.8476 0.08 -0.19 0.16 0.134
H -2.2590 -0.2040 -3.5079 0.29 -0.07 -0.25 0.109
C -2.3995 0.3085 3.5953 -0.04 -0.10 -0.31 -0.054
C -2.0692 1.7532 3.1098 -0.17 -0.13 1.14 -0.170
C -1.8134 1.8383 1.6948 0.19 0.07 -2.32 -0.095
N -1.6321 1.8934 0.5396 -0.50 -0.08 3.50 0.053
H -3.2658 -0.0926 3.0525 0.28 0.10 0.14 0.089
H -2.6489 0.3146 4.6619 0.10 0.22 -0.28 0.100
H -1.5408 -0.3616 3.4590 -0.23 0.18 -0.03 0.069
H -2.9168 2.4237 3.3513 0.40 -0.15 -0.22 0.154
H -1.1784 2.1342 3.6472 -0.39 -0.02 -0.31 0.146
```
Positions in Å, forces in eV/Å.

Calculated values
LUMO energy (spin up / spin down) ... -11.37 / -9.04 eV
Total charge ... +3
HOMO-LUMO gap (spin up / spin down) ... 0.1547 / 0.2670 hartree


Entry 4:
A structure of composition C3H5NO2, computed with the ωB97M-V functional and the def2-TZVPD basis.

```
11
Properties=species:S:1:pos:R:3:forces:R:3:lowdin_charge:R:1
O 0.4220 1.1631 1.2019 -0.57 0.83 -1.09 -0.066
C 0.5430 0.5418 -0.1844 -0.43 1.04 0.90 -0.211
C 1.0386 -0.8246 0.1918 0.11 0.51 1.17 -0.078
O -0.2349 -1.4317 -0.3400 0.27 0.35 0.39 -0.002
C -0.7144 -0.1882 -0.6011 -0.47 0.61 -0.05 -0.459
N -1.8419 0.2439 -0.9507 0.33 -0.31 0.04 0.174
H -0.5051 1.2119 1.4904 0.09 0.16 -0.42 0.112
H 1.0426 1.2817 -0.8017 -0.12 -0.21 -0.15 0.148
H 1.8868 -1.3115 -0.3337 -0.40 0.43 0.81 0.116
H 0.8734 -0.1703 1.4036 1.19 -3.39 -1.59 0.200
H -2.5101 -0.5161 -1.0761 -0.01 -0.01 0.00 0.066
```
Positions in Å, forces in eV/Å.

Calculated values
LUMO energy ... 0.87 eV
ΔE to the lowest compared entry with this formula, charge and spin ... 430.2 kJ/mol
HOMO-LUMO gap ... 0.3845 hartree


The molar mass results, record by record, are as follows: 80.2 939.9 580.5 87.1 g mol⁻¹.
The largest force on an atom results, record by record, are as follows: 3.10 4.09 4.20 3.93 eV Å⁻¹.